[1]
{
  "formula": "CH8N3O",
  "method": "wB97M-V/def2-TZVPD",
  "elements": ["N", "C", "N", "N", "H", "H", "H", "H", "H", "H", "H", "H", "O"],
  "positions_angstrom": [[-0.8409, -1.7796, 0.2181], [-0.8718, -0.5148, -0.1744], [-0.0570, 0.4004, 0.4038], [-1.7126, -0.0686, -1.1023], [-1.4886, -2.3733, -0.2501], [-0.3559, -1.9965, 1.0527], [0.1963, 1.1205, -0.2371], [0.7530, -0.0191, 0.8331], [-2.3441, -0.6772, -1.5807], [-1.9383, 0.9157, -1.0944], [3.0330, 1.6157, 1.4266], [3.0639, 1.9256, -0.0875], [2.5630, 1.4513, 0.5923]],
  "forces_ev_per_a": [[-0.4, 1.2, -1.2], [0.3, 1.0, 0.6], [-0.6, -1.5, -0.3], [0.1, 0.0, 0.1], [-0.2, -0.9, 0.4], [0.4, -0.7, 0.5], [0.3, 0.8, 0.0], [0.3, 0.4, 0.3], [-0.3, -0.2, -0.1], [0.1, -0.1, -0.2], [-0.1, 0.0, -0.4], [0.0, -0.2, 0.3], [0.2, 0.1, 0.1]],
  "total_charge": 1,
  "homo_energy_ha": -0.5638,
  "de_lowest_kcal_mol": 12.6,
  "homo_lumo_gap_ev": 12.1
}



[2]
{
  "formula": "CH8N3OSi",
  "method": "wB97M-V/def2-TZVPD",
  "elements": ["C", "N", "N", "N", "O", "Si", "H", "H", "H", "H", "H", "H", "H", "H"],
  "positions_angstrom": [[1.1143, 0.0456, 0.1733], [2.4204, -0.3308, 0.3836], [0.6892, 1.2284, 0.6003], [-0.5359, 1.5633, 0.0855], [0.1939, -0.6028, -0.3561], [-1.2627, 0.2667, -0.8407], [3.0010, 0.0294, 1.1409], [2.9122, -1.1645, 0.1152], [1.2544, 1.9870, 0.9164], [-2.7657, -3.1353, 0.1772], [-0.6018, 2.5567, -0.1498], [-2.7628, -2.3241, 0.2750], [-2.3526, -0.4862, -0.3242], [-1.3040, 0.3667, -2.1968]],
  "forces_ev_per_a": [[3.0, 1.4, 2.2], [-0.4, 0.2, 0.5], [1.2, -0.1, 0.0], [-2.4, 1.5, -0.8], [-1.0, -2.7, -2.2], [1.8, -0.1, 2.8], [-0.9, 0.8, -0.2], [-1.1, -0.7, -0.8], [0.5, 0.1, 0.2], [0.0, 2.2, 0.3], [0.0, -0.6, 0.2], [-0.1, -2.3, -0.2], [-0.6, -0.1, 0.5], [-0.1, 0.5, -2.5]],
  "total_charge": 1,
  "homo_energy_ha": -0.4981,
  "de_lowest_kcal_mol": 46.7,
  "homo_lumo_gap_ev": 10.0
}



[3]
{
  "formula": "CH8N4",
  "method": "wB97M-V/def2-TZVPD",
  "elements": ["H", "N", "N", "H", "C", "N", "N", "H", "H", "H", "H", "H", "H"],
  "positions_angstrom": [[0.0919, 0.1554, -2.1531], [1.0000, 0.0243, -1.6827], [0.9692, -1.1061, -1.0678], [1.9143, -1.2873, -0.7004], [0.2493, 1.0195, 0.8145], [-0.2693, -0.2868, 1.0099], [-1.6383, -0.3330, 0.7155], [1.1624, 1.1395, 1.3958], [-0.4799, 1.7835, 1.0782], [0.5626, 1.1404, -0.2878], [0.2861, -0.9522, 0.2495], [-1.8660, -0.0229, -0.2317], [-1.9823, -1.2744, 0.8601]],
  "forces_ev_per_a": [[0.0, -0.1, 0.3], [0.5, -1.9, 0.3], [0.1, 1.4, -1.9], [0.0, 0.3, 0.1], [0.3, 0.1, -0.8], [1.1, -1.5, -0.7], [-0.4, 0.1, -0.2], [0.1, 0.1, 0.0], [0.0, -0.1, 0.0], [-0.3, 0.4, 0.9], [-1.4, 1.2, 1.9], [0.1, -0.1, 0.0], [0.1, 0.1, -0.1]],
  "homo_energy_ha": -0.3107,
  "de_lowest_kcal_mol": 99.2,
  "smiles": "[H]/N=N/[H].CNN",
  "homo_lumo_gap_ev": 8.6
}



[4]
{
  "formula": "CH8N4",
  "method": "wB97M-V/def2-TZVPD",
  "elements": ["C", "N", "N", "N", "N", "H", "H", "H", "H", "H", "H", "H", "H"],
  "positions_angstrom": [[-0.3924, 0.3540, -0.3618], [-0.5391, -0.9716, -0.0587], [1.3654, 0.1525, -0.6658], [-2.3297, -0.4250, 0.2337], [2.3247, 0.7423, 0.1479], [-0.1839, -1.1194, 0.8892], [1.6548, -0.6357, -1.2380], [2.5514, 0.2380, 1.0040], [-2.7968, -0.9287, -0.5213], [-2.5887, -0.8940, 1.1041], [2.0839, 1.7015, 0.3752], [-0.4056, 1.1056, 0.4270], [-0.7440, 0.6803, -1.3357]],
  "forces_ev_per_a": [[6.2, 0.5, -1.3], [-4.5, -0.1, 0.8], [-2.9, 1.3, 0.0], [1.7, -1.4, 0.1], [0.4, -0.1, 0.2], [-0.3, 0.0, -0.1], [-0.1, 0.4, 0.4], [-0.4, 0.0, 0.0], [0.1, -0.2, 0.2], [0.0, -0.1, -0.2], [0.1, -0.2, -0.3], [-0.1, 0.0, -0.1], [-0.3, -0.1, 0.3]],
  "homo_energy_ha": [-0.2694, -0.2695],
  "de_lowest_kcal_mol": 137.6,
  "homo_lumo_gap_ev": [8.1, 8.1]
}



[5]
{
  "formula": "CH8N6",
  "method": "wB97M-V/def2-TZVPD",
  "elements": ["C", "N", "N", "N", "N", "N", "N", "H", "H", "H", "H", "H", "H", "H", "H"],
  "positions_angstrom": [[-0.1090, 0.2182, -0.1434], [-1.0456, 0.2377, -1.1730], [-1.0889, -0.2983, 0.8937], [1.1399, -0.5188, -0.3427], [0.7058, 1.3122, 0.3207], [-1.9379, -1.1040, 0.2281], [1.9285, 0.5341, 0.1309], [-0.9206, 0.1288, -2.1056], [-1.3251, 0.3819, 1.5623], [1.5140, -1.3760, -0.6910], [0.6215, 2.3189, 0.2471], [-2.9752, -0.9548, 0.4255], [-1.7278, -2.0998, 0.1027], [2.3594, 0.4451, 1.0032], [2.8609, 0.7747, -0.4586]],
  "forces_ev_per_a": [[0.4, -2.4, -0.2], [-2.1, 1.9, 2.6], [2.0, -1.9, -1.4], [-0.3, 0.6, 0.7], [0.3, -0.3, -0.1], [-1.9, 1.7, 1.7], [1.8, 1.4, -2.2], [1.4, -0.7, -3.8], [-1.5, 0.8, 1.2], [0.0, -0.6, -0.2], [0.2, 0.1, -0.5], [1.4, -0.2, -0.2], [0.7, 0.2, -0.4], [0.5, -0.9, 2.6], [-2.9, 0.3, 0.2]],
  "total_charge": 2,
  "homo_energy_ha": [-0.7120, -0.7153],
  "de_lowest_kcal_mol": 85.8,
  "homo_lumo_gap_ev": [8.8, 7.9]
}



[6]
{
  "formula": "CH8NO",
  "method": "wB97M-V/def2-TZVPD",
  "elements": ["N", "H", "H", "H", "H", "C", "O", "H", "H", "H", "H"],
  "positions_angstrom": [[-1.3675, -1.2205, -0.8305], [-1.3305, -0.7760, -1.7870], [-1.6086, -2.2248, -0.9046], [-0.6052, -0.8385, -0.2237], [-2.1620, -0.7234, -0.3185], [1.1308, 1.3184, 0.6461], [1.0503, -0.0729, 0.1568], [0.4039, 1.7671, -0.0075], [0.6509, 1.5300, 1.6547], [2.0786, 1.7161, 0.8733], [1.7594, -0.4757, 0.7410]],
  "forces_ev_per_a": [[-2.3, 2.2, 0.1], [0.2, -0.7, 1.1], [0.8, 0.6, 0.4], [1.2, -1.0, -0.5], [0.5, -1.0, -1.1], [-3.5, -0.6, 1.2], [2.0, 0.3, 2.6], [0.8, 1.3, -0.6], [0.1, -1.2, -0.7], [1.5, 0.4, -1.2], [-1.3, -0.2, -1.3]],
  "total_charge": 1,
  "homo_energy_ha": -0.5474,
  "de_lowest_kcal_mol": 31.3,
  "homo_lumo_gap_ev": 10.8
}



[7]
{
  "formula": "CH8NO2",
  "method": "wB97M-V/def2-TZVPD",
  "elements": ["C", "N", "H", "H", "H", "H", "H", "H", "O", "H", "H", "O"],
  "positions_angstrom": [[-0.4847, -0.7452, 1.1954], [0.1214, 0.5251, 1.1303], [0.0922, -1.4434, 0.5811], [-1.4721, -0.8020, 0.6944], [-0.4104, -1.2810, 2.1556], [-0.0130, 1.1223, 1.9436], [1.9702, -0.4413, -2.1515], [-0.0438, 0.9525, 0.0702], [1.3777, -0.5008, -1.3971], [0.5816, 0.1135, -1.5326], [-1.0164, 1.5949, -1.6352], [-0.7027, 0.9053, -1.0541]],
  "forces_ev_per_a": [[0.7, -2.2, 0.2], [-0.6, 0.3, 0.5], [0.2, 0.4, -0.6], [0.2, 0.5, 0.5], [-0.7, 0.9, 0.1], [0.2, -0.1, 0.1], [-0.2, 0.1, 0.0], [-0.4, 0.5, -1.1], [-0.1, 0.1, -0.1], [0.7, -0.5, 0.0], [0.1, 0.5, 0.2], [0.0, -0.3, 0.2]],
  "homo_energy_ha": [-0.3610, -0.3544],
  "de_lowest_kcal_mol": 24.2,
  "multiplicity": 2,
  "s2": 0.755,
  "homo_lumo_gap_ev": [10.7, 7.4]
}



[8]
{
  "formula": "CH8NO3",
  "method": "wB97M-V/def2-TZVPD",
  "elements": ["N", "C", "O", "H", "H", "H", "H", "H", "H", "O", "H", "H", "O"],
  "positions_angstrom": [[-1.4841, 0.0846, 1.2906], [-0.2564, 0.6651, 0.6917], [0.1000, 0.1005, -0.5000], [-1.8858, -0.5326, 0.6043], [-1.2404, -0.4768, 2.0869], [-0.4196, 1.7502, 0.5759], [0.5397, 0.5270, 1.4598], [0.4406, 1.0969, -1.5540], [1.4635, 1.3715, -2.7160], [0.6927, 1.7547, -2.3041], [0.7019, -1.3295, 0.0096], [0.2777, -2.7588, 0.1558], [1.0701, -2.2527, 0.1995]],
  "forces_ev_per_a": [[-0.2, 0.4, 0.1], [0.4, 0.1, -0.2], [-0.3, -0.4, 0.6], [-0.1, -0.1, -0.3], [0.1, -0.3, 0.2], [0.0, 0.0, 0.0], [-0.1, 0.2, 0.0], [0.1, 0.0, -0.1], [0.2, -0.2, 0.0], [-0.2, 0.4, -0.1], [0.3, 0.1, -0.5], [-0.8, -0.8, 0.0], [0.6, 0.7, 0.3]],
  "total_charge": -1,
  "homo_energy_ha": -0.1465,
  "de_lowest_kcal_mol": 3.3,
  "homo_lumo_gap_ev": 8.4
}



[9]
{
  "formula": "CH8NOSi",
  "method": "wB97M-V/def2-TZVPD",
  "elements": ["C", "N", "O", "Si", "H", "H", "H", "H", "H", "H", "H", "H"],
  "positions_angstrom": [[1.1878, -0.6762, 0.5527], [2.7195, 0.6089, -0.1261], [0.2923, 0.1215, 0.7895], [-3.9549, -0.0506, -0.3376], [1.7119, -0.9001, 1.4637], [1.3716, -1.2688, -0.2998], [2.1342, 1.3916, -0.2683], [2.9514, 0.3833, -1.0804], [3.5778, 0.7154, 0.4157], [-2.9423, -0.8097, -1.0946], [-4.2924, -0.1832, 1.1673], [-4.7570, 0.6678, -1.1823]],
  "forces_ev_per_a": [[-0.2, 1.4, 2.7], [1.1, -1.2, -0.7], [-1.7, 0.1, -1.3], [1.1, -1.7, 2.1], [1.1, -1.0, 0.2], [-0.3, -0.8, -1.4], [-0.4, 1.4, 0.9], [0.6, -0.5, -0.2], [-0.5, 0.6, -0.2], [0.0, 0.0, 0.5], [0.5, 0.2, -1.4], [-1.4, 1.5, -1.1]],
  "total_charge": 1,
  "homo_energy_ha": -0.4349,
  "de_lowest_kcal_mol": 93.3,
  "homo_lumo_gap_ev": 4.2
}



[10]
{
  "formula": "CH8NS2",
  "method": "wB97M-V/def2-TZVPD",
  "elements": ["N", "H", "H", "H", "H", "C", "S", "S", "H", "H", "H", "H"],
  "positions_angstrom": [[1.0711, 0.7388, -1.0080], [0.1228, 0.9404, -1.2609], [0.6069, -0.7638, -0.9109], [1.6879, 1.1343, -0.3104], [1.5065, 0.4601, -1.8350], [-1.1513, 0.4880, 1.3477], [-1.7383, -0.9226, 0.2622], [0.0009, -1.9999, -0.6020], [-1.8272, 1.3634, 1.1094], [-1.5094, 0.1418, 2.3226], [-0.0636, 0.8620, 1.4609], [1.2935, -2.4424, -0.5755]],
  "forces_ev_per_a": [[0.1, -0.4, 0.0], [-0.3, 1.1, 1.0], [-0.6, -0.7, 0.5], [-0.9, 0.4, -0.3], [1.4, 0.0, -1.3], [-0.6, 0.6, 0.6], [-1.0, 1.9, 1.0], [1.5, -0.7, -1.2], [0.9, -0.8, 0.0], [0.5, 0.3, 0.1], [-1.7, -1.1, -0.7], [0.5, -0.7, 0.4]],
  "homo_energy_ha": [-0.2586, -0.3010],
  "de_lowest_kcal_mol": 19.4,
  "multiplicity": 2,
  "s2": 0.756,
  "homo_lumo_gap_ev": [7.7, 7.7]
}



[11]
{
  "formula": "CH8NaO7",
  "method": "wB97M-V/def2-TZVPD",
  "elements": ["Na", "C", "O", "O", "O", "O", "H", "H", "O", "H", "H", "O", "H", "H", "O", "H", "H"],
  "positions_angstrom": [[0.1890, 0.2863, -0.1840], [2.4803, -1.6701, -0.0590], [2.6039, -0.4345, -0.2336], [3.4089, -2.4572, 0.2814], [1.3838, -2.2086, -0.2471], [0.2031, 0.4147, -2.6591], [0.9186, 0.2997, -3.2844], [-0.5512, 0.0010, -3.0788], [-2.2210, -0.3820, -0.4505], [-2.9946, -0.9064, -0.6575], [-2.3422, 0.4295, -0.9435], [-1.4824, 2.4451, 1.1147], [-0.6457, 2.4352, 1.5795], [-1.3799, 3.1267, 0.4504], [-0.2014, -0.6331, 2.8527], [-0.0214, 0.3044, 2.7815], [0.6521, -1.0507, 2.7374]],
  "forces_ev_per_a": [[0.4, -0.9, -0.2], [0.5, 1.0, -0.4], [0.3, 1.0, 0.4], [0.5, -0.1, 0.2], [-2.1, -1.3, 0.0], [-0.3, 0.3, 0.4], [0.4, -0.1, 0.0], [-0.2, -0.2, -0.1], [0.5, 0.2, -0.1], [-0.1, -0.3, 0.1], [-0.3, 0.3, -0.1], [0.1, -0.6, -0.3], [0.2, 0.3, 0.4], [0.0, 0.4, -0.1], [-0.3, 0.1, -0.3], [0.0, 0.2, 0.3], [0.4, -0.3, 0.0]],
  "homo_energy_ha": [-0.3332, -0.3262],
  "multiplicity": 2,
  "s2": 0.758,
  "homo_lumo_gap_ev": [8.2, 8.0]
}



[12]
{
  "formula": "CH8O2",
  "method": "wB97M-V/def2-TZVPD",
  "elements": ["C", "H", "H", "H", "H", "O", "H", "H", "O", "H", "H"],
  "positions_angstrom": [[-4.2036, -1.4678, 0.6297], [-3.2733, -0.9444, 0.4965], [-4.2734, -2.0670, -0.2894], [-5.0242, -0.7767, 0.7951], [-4.2352, -2.0719, 1.5336], [3.4946, -0.2306, 0.9427], [2.6697, -0.6980, 0.7719], [3.4825, -0.1085, 1.8988], [3.8074, 3.0527, -2.5576], [3.1359, 2.3771, -2.3989], [4.4197, 2.9351, -1.8225]],
  "forces_ev_per_a": [[-0.2, -0.3, -0.2], [0.4, 0.4, 0.5], [-0.6, 0.0, 0.5], [-0.1, 0.2, -0.6], [0.5, -0.3, -0.2], [-0.2, 0.0, 0.2], [0.1, 0.0, -0.1], [0.1, 0.1, -0.1], [-0.1, -0.2, 0.2], [0.1, 0.1, -0.1], [0.0, 0.1, -0.1]],
  "homo_energy_ha": -0.4198,
  "de_lowest_kcal_mol": 6.0,
  "smiles": "C.O.O",
  "homo_lumo_gap_ev": 12.1
}